This record from the OMol25 dataset describes a structure of composition C37H35LaP2 in a non-equilibrium geometry. The level of theory is wB97M-V/def2-TZVPD.

```
75
Properties=species:S:1:pos:R:3:forces:R:3:lowdin_charge:R:1
C 0.74874 -1.02346 -4.11942 -0.466 -0.022 0.004 -0.107
C -0.29644 -1.47022 -3.29496 0.010 0.145 -0.256 -0.381
C -1.60050 -1.59092 -3.79044 0.449 0.035 0.031 -0.077
C -1.84716 -1.31870 -5.12688 0.323 0.134 -0.168 -0.055
C -0.80074 -0.92139 -5.96298 -0.044 0.154 0.118 -0.069
C 0.48886 -0.74478 -5.45442 -0.295 -0.110 -0.002 -0.061
P 0.03492 -1.75527 -1.55120 0.114 -0.758 -0.067 0.921
C -1.25904 -2.91280 -0.96766 -0.119 0.248 0.030 -0.379
C -2.34248 -2.48355 -0.16045 0.515 -0.635 -0.525 -0.134
C -3.35996 -3.39738 0.13936 0.074 0.051 0.030 -0.061
C -3.30080 -4.70818 -0.35739 0.260 0.213 -0.069 -0.033
C -2.21305 -5.12810 -1.14370 -0.365 0.547 0.450 -0.029
C -1.19327 -4.22938 -1.43308 -0.295 -0.037 0.148 -0.066
La -0.15798 0.12762 0.54445 -1.398 0.356 1.375 1.589
P 0.03680 1.73838 -1.69530 0.286 0.122 0.717 0.914
C -1.38287 1.78071 -2.78609 0.111 0.063 -0.347 -0.391
C -1.18336 2.14570 -4.11961 -0.366 -0.108 0.392 -0.077
C -2.27802 2.22083 -4.96520 -0.610 -0.231 0.141 -0.048
C -3.55894 1.90963 -4.48951 0.327 -0.031 0.036 -0.039
C -3.74397 1.50025 -3.16137 -0.057 0.040 -0.199 -0.059
C -2.66047 1.43067 -2.29996 0.580 0.213 -0.439 -0.113
C -0.24684 3.06746 -0.43824 0.204 0.411 -0.179 -0.400
C 0.62135 3.18122 0.68155 -0.529 -0.266 -0.353 -0.154
C 0.43691 4.21574 1.60748 -0.062 -0.089 -0.070 -0.050
C -0.57862 5.15763 1.40389 -0.038 -0.183 -0.134 -0.033
C -1.43080 5.05929 0.28982 0.403 -0.049 0.359 -0.036
C -1.26240 4.02592 -0.62368 0.022 -0.247 0.162 -0.069
C 1.64358 2.03473 -2.42270 -0.071 0.168 0.000 -0.376
C 2.71580 1.13426 -2.23662 -0.573 0.550 -0.233 -0.101
C 3.93930 1.43571 -2.81870 0.096 0.244 -0.080 -0.052
C 4.09553 2.63071 -3.53896 -0.275 -0.145 0.153 -0.030
C 3.03199 3.53535 -3.66580 0.337 -0.365 0.096 -0.040
C 1.80169 3.24563 -3.09759 0.577 -0.362 -0.061 -0.088
C 1.61654 -2.63961 -1.43848 0.090 -0.165 0.166 -0.380
C 2.04879 -3.42223 -2.51381 0.219 -0.018 0.188 -0.097
C 3.24521 -4.12580 -2.42476 0.149 0.214 0.692 -0.038
C 4.01187 -4.05468 -1.25101 -0.357 0.255 -0.102 -0.036
C 3.57958 -3.27354 -0.16891 -0.006 -0.074 -0.048 -0.054
C 2.38060 -2.57107 -0.24954 -0.319 -0.049 -0.721 -0.099
H 1.45749 2.47221 0.80678 -0.201 0.396 -0.040 0.081
H 1.09035 4.27856 2.48340 -0.242 0.060 -0.383 0.125
H -0.71082 5.97563 2.11687 0.052 -0.316 -0.250 0.125
H -2.21363 5.79960 0.14104 0.173 -0.140 0.006 0.123
H -1.91063 3.94825 -1.49634 0.120 0.093 0.239 0.110
H -0.18381 2.36319 -4.47763 -0.139 -0.004 -0.047 0.102
H -2.12974 2.50372 -5.99709 -0.087 0.043 -0.065 0.119
H -4.41349 1.96577 -5.16298 0.205 0.002 0.191 0.121
H -4.73414 1.23106 -2.79865 0.171 0.099 -0.137 0.119
H -2.80759 1.12012 -1.26358 0.011 0.100 -0.162 0.093
H 2.58494 0.22269 -1.64762 0.027 0.151 -0.240 0.085
H 4.77082 0.74099 -2.70491 -0.141 0.246 -0.049 0.120
H 5.05924 2.85954 -3.99054 -0.231 -0.032 0.092 0.121
H 3.16154 4.45990 -4.20110 0.130 0.155 -0.103 0.116
H 0.97210 3.93935 -3.16419 0.076 0.055 -0.066 0.117
H 1.45421 -3.47659 -3.42329 0.143 0.000 0.159 0.112
H 3.57696 -4.72191 -3.26040 0.066 -0.087 -0.034 0.116
H 4.94916 -4.60124 -1.17930 -0.185 0.105 -0.018 0.119
H 4.17250 -3.20670 0.74435 -0.114 -0.107 -0.297 0.120
H 2.03272 -1.97534 0.60562 0.238 -0.253 -0.285 0.056
H -2.42076 -1.44132 0.20366 -0.150 -0.467 -0.245 0.046
H -4.20092 -3.07282 0.75516 0.221 -0.208 -0.198 0.118
H -4.10636 -5.40942 -0.12977 0.262 0.263 -0.056 0.123
H -2.17219 -6.13824 -1.52442 -0.017 -0.041 0.019 0.119
H -0.34299 -4.53807 -2.03782 -0.197 0.003 0.103 0.110
H -2.40516 -1.90293 -3.13544 -0.005 -0.030 -0.051 0.110
H -2.85515 -1.40303 -5.51009 0.028 -0.058 -0.072 0.118
H -0.98998 -0.71024 -7.01412 -0.020 -0.133 0.365 0.057
H 1.29083 -0.39113 -6.09387 -0.094 -0.093 -0.001 0.101
H 1.75057 -0.90383 -3.72339 -0.063 -0.035 -0.064 0.095
H -0.08025 0.15387 -8.56696 0.471 0.058 -0.071 0.043
H 0.66723 0.13732 -8.48197 -0.373 0.031 -0.102 0.055
C 1.58408 0.11937 2.07782 1.248 0.031 1.060 -0.420
H 1.62403 -0.80868 2.68808 -0.006 0.281 -0.262 0.004
H 1.44804 0.94774 2.81252 0.034 -0.347 -0.356 0.002
H 2.59704 0.25422 1.64352 -0.309 -0.039 0.184 0.008
```
Positions in Å, forces in eV/Å.

Values from the calculation:
E_HOMO = -13.92 eV
Spin multiplicity = 1
Charge = +2